1.
Formula: C3H6Cl2Si
Source: the Open Molecules 2025 dataset
Level of theory: ωB97M-V/def2-TZVPD

Output
- total energy (eV) = -36126.6222
- net charge = 0
- E_LUMO (eV) = -0.771
- relative energy (zero: lowest compared OMol25 entry of this formula, charge and spin) (kcal per mole) = 158.26

Each line ends with the Löwdin charge.
Geometry (Å):
C  2.09  -1.81  1.26  -0.1043
C  1.70  -0.60  0.91  -0.3448
C  -2.75  2.14  -2.67  -0.5123
Si  -0.08  -0.13  0.33  0.2665
Cl  -1.15  -1.90  0.06  0.2226
Cl  -4.06  2.74  -1.96  0.5827
H  3.08  -2.00  1.59  0.0291
H  1.32  -2.71  1.13  0.0684
H  2.34  0.19  1.26  0.0356
H  -1.99  2.73  -2.04  -0.0726
H  -0.12  0.45  -1.05  -0.0681
H  -0.38  0.88  1.18  -0.1028

=====

2.
Formula: C5H10N2O4
Source: the Open Molecules 2025 dataset
Level of theory: ωB97M-V/def2-TZVPD

Output
- total energy (eV) = -16517.5833
- net charge = 0
- SMILES string = NCC(=O)N[C@@H](CO)C(=O)O
- E_LUMO (eV) = 0.267
- relative energy (zero: lowest compared OMol25 entry of this formula, charge and spin) (kcal per mole) = 12.25

Each line ends with the Löwdin charge.
Geometry (Å):
N  -3.77  -0.21  0.26  0.0175
C  -2.46  -0.84  0.45  -0.1969
C  -1.31  -0.19  -0.34  -0.4894
O  -1.53  0.61  -1.22  0.0643
N  -0.07  -0.42  0.15  0.0960
C  1.14  0.07  -0.53  -0.1817
C  1.28  1.56  -0.15  -0.2424
O  1.21  1.84  1.20  -0.0338
C  2.27  -0.86  -0.10  -0.4932
O  2.09  -1.89  0.48  0.1390
O  3.43  -0.35  -0.52  0.1340
H  -3.54  0.77  0.29  0.0628
H  -4.06  -0.45  -0.67  0.0611
H  -2.06  -0.89  1.47  0.1080
H  -2.55  -1.94  0.19  0.1308
H  0.09  -1.15  0.85  0.1472
H  1.05  0.09  -1.63  0.1702
H  2.21  1.95  -0.63  0.1339
H  0.41  1.95  -0.63  0.1033
H  2.05  1.37  1.54  0.1337
H  4.10  -1.04  -0.45  0.1358

=====

3.
Formula: C61H63As2Cl5N3O2PRu
Source: the Open Molecules 2025 dataset
Level of theory: ωB97M-V/def2-TZVPD

Output
- total energy (eV) = -268978.3644
- expectation value of S² = 8.78
- net charge = +3
- 2S+1 = 6
- E_LUMO (spin up / spin down) (eV) = -7.659 / -10.913

Each line ends with the Mulliken spin population.
Geometry (Å):
Ru  0.04  -0.18  0.56  3.1198
C  -2.22  0.57  2.47  -0.0410
C  -3.62  0.96  2.05  0.0568
C  -4.44  1.21  3.33  0.0326
C  -3.61  -0.40  -0.25  -0.0182
C  -4.63  -1.30  -1.00  0.0207
O  -3.81  -2.28  -1.63  0.0032
C  -2.59  -2.23  -1.07  0.0399
N  -2.37  -1.25  -0.26  0.0440
C  -1.76  -3.37  -1.55  0.0087
C  -2.48  -4.41  -2.16  -0.0010
C  -1.86  -5.52  -2.69  0.0001
C  -0.48  -5.63  -2.63  0.0009
C  0.25  -4.61  -2.04  0.0007
C  -0.36  -3.49  -1.48  -0.0213
P  0.85  -2.28  -0.80  0.1511
C  1.80  -1.97  -2.33  -0.0321
C  1.19  -1.10  -3.23  0.0072
C  1.76  -0.85  -4.47  -0.0044
C  2.95  -1.47  -4.82  0.0031
C  3.55  -2.35  -3.93  -0.0013
C  2.98  -2.61  -2.69  0.0146
C  1.88  -3.36  0.25  0.0328
C  3.21  -3.04  0.53  0.0229
C  3.98  -3.87  1.33  -0.0055
C  3.44  -5.02  1.87  0.0065
C  2.12  -5.35  1.60  -0.0043
C  1.33  -4.52  0.81  0.0156
H  -1.70  1.39  2.98  -0.0047
H  -1.65  0.28  1.58  0.1723
H  -2.23  -0.30  3.13  -0.0071
H  -3.60  1.89  1.48  -0.0038
H  -4.68  0.26  3.82  -0.0058
H  -5.38  1.72  3.12  0.0024
H  -3.87  1.81  4.03  -0.0018
H  -3.37  0.44  -2.16  0.0400
H  -5.19  -0.77  -1.77  -0.0094
H  -5.33  -1.80  -0.34  0.0042
H  -3.56  -4.34  -2.22  -0.0004
H  -2.46  -6.30  -3.15  0.0000
H  0.03  -6.49  -3.05  -0.0003
H  1.32  -4.71  -2.00  0.0030
H  0.26  -0.63  -2.96  -0.0049
H  1.26  -0.18  -5.17  0.0003
H  3.39  -1.30  -5.79  0.0002
H  4.47  -2.86  -4.21  -0.0001
H  3.46  -3.30  -2.01  0.0006
H  3.65  -2.16  0.09  -0.0018
H  5.02  -3.61  1.52  0.0000
H  4.05  -5.68  2.48  0.0002
H  1.69  -6.26  2.01  -0.0002
H  0.31  -4.80  0.61  0.0017
C  -1.41  3.32  -0.80  0.0190
C  -1.26  3.56  0.69  0.0085
As  0.45  2.83  1.29  0.0652
C  1.75  4.02  0.45  0.0564
C  1.42  5.25  -0.12  -0.0089
C  2.41  6.08  -0.62  -0.0011
C  3.75  5.71  -0.54  0.0011
C  4.09  4.49  0.04  0.0013
C  3.10  3.64  0.50  0.0130
C  0.52  3.50  3.11  0.0273
C  1.75  3.54  3.76  0.0119
C  1.82  4.02  5.06  -0.0032
C  0.67  4.44  5.72  0.0058
C  -0.55  4.39  5.07  -0.0031
C  -0.63  3.92  3.76  0.0048
As  -1.39  1.43  -1.29  0.1187
C  -1.46  1.59  -3.23  0.0621
C  -1.34  2.81  -3.87  0.0106
C  -1.51  2.89  -5.25  -0.0027
C  -1.79  1.75  -5.99  0.0071
C  -1.91  0.53  -5.35  0.0005
C  -1.75  0.45  -3.97  0.0087
C  -3.34  0.83  -1.14  -0.0093
C  -4.23  -0.14  1.16  0.0241
C  -5.70  0.15  1.01  0.2769
C  -6.23  1.15  0.27  0.0649
C  -5.52  2.07  -0.59  0.1409
C  -4.30  1.95  -1.16  0.2499
H  -0.56  3.75  -1.34  0.0062
H  -2.32  3.78  -1.20  0.0090
H  -2.03  3.04  1.25  -0.0173
H  -1.33  4.61  0.94  0.0014
H  0.39  5.58  -0.15  0.0003
H  2.13  7.04  -1.04  0.0006
H  4.52  6.38  -0.90  0.0003
H  5.13  4.23  0.16  0.0001
H  3.38  2.69  0.95  -0.0133
H  2.65  3.21  3.27  -0.0019
H  2.78  4.06  5.57  0.0000
H  0.73  4.82  6.73  0.0003
H  -1.45  4.73  5.57  0.0001
H  -1.60  3.90  3.27  0.0017
H  -1.12  3.72  -3.32  0.0008
H  -1.42  3.85  -5.74  0.0000
H  -1.93  1.82  -7.06  0.0000
H  -2.13  -0.37  -5.92  0.0001
H  -1.86  -0.52  -3.49  -0.0015
H  -4.11  -1.08  1.70  -0.0314
H  -6.39  -0.47  1.58  -0.0192
H  -7.30  1.29  0.32  0.0052
H  -6.09  2.95  -0.88  -0.0037
H  -4.04  2.74  -1.87  0.0284
C  0.84  -2.94  3.69  -0.0070
C  -0.44  -2.77  2.94  0.0016
C  -1.67  -3.42  3.50  0.0031
O  -0.51  -2.12  1.90  -0.0399
H  0.99  -4.00  3.93  0.0001
H  0.76  -2.41  4.64  -0.0008
H  1.69  -2.57  3.13  0.0046
H  -1.50  -4.49  3.63  0.0000
H  -2.53  -3.26  2.85  0.0007
H  -1.87  -3.02  4.49  0.0003
N  4.31  3.29  -2.47  0.0002
C  3.29  3.06  -3.56  0.0009
C  1.88  3.23  -3.03  0.0013
N  1.47  2.27  -2.01  0.0183
H  5.25  3.43  -2.85  0.0000
H  4.34  2.47  -1.85  -0.0001
H  4.07  4.10  -1.90  0.0001
H  3.45  2.05  -3.92  -0.0005
H  3.49  3.76  -4.37  -0.0002
H  1.22  3.14  -3.90  0.0010
H  1.74  4.24  -2.63  0.0002
H  1.98  2.41  -1.14  -0.0238
H  1.66  1.32  -2.32  0.0006
Cl  0.74  0.20  3.31  0.0421
C  2.31  0.26  2.55  -0.0993
C  2.33  0.23  1.16  0.3071
C  3.61  0.32  0.64  0.0159
Cl  3.86  0.31  -1.11  0.0044
C  4.77  0.42  1.41  0.0027
Cl  6.32  0.56  0.67  0.0036
C  4.68  0.44  2.80  -0.0058
Cl  6.07  0.57  3.77  -0.0003
C  3.42  0.35  3.39  0.0133
Cl  3.24  0.37  5.09  0.0027